ORCA calculation (wB97M-V/def2-TZVPD) on a 3-piece molecular cluster, C3H12N2O2 overall at a distorted geometry.

Element x y z (Å)
1 H -1.80212 -0.87523 0.28987
2 C 2.23662 0.55578 -0.82138
3 H 2.42140 -0.44343 -0.44697
4 C -1.13167 -0.03266 0.20042
5 H -0.29425 0.51648 -3.06261
6 H -0.60169 0.63411 -4.55298
7 N -1.55346 0.99112 1.07795
8 H 3.01063 1.33224 -0.80267
9 O 0.00324 0.95501 -3.87818
10 H 2.04383 0.40682 -1.88834
11 H -2.53595 0.90525 1.29481
12 H 0.63130 1.95972 -0.66684
13 C 0.90990 1.01430 -0.21634
14 H -0.91737 -3.75614 4.41874
15 H 0.25947 -2.76921 4.36355
16 O -0.36760 -3.25259 3.81207
17 H -1.37400 1.90113 0.65957
18 N -0.06857 -0.00230 -0.46514
19 H 1.04066 1.14073 0.85230

Computed properties:
- energy (Ha) = -381.46773
- structure (SMILES) = CC/N=C\N.O.O
- maximum force (eV Å⁻¹) = 1.8
- relative energy (zero: lowest compared OMol25 entry of this formula, charge and spin) (eV) = 1.2840
- multiplicity = 1
- net charge = 0

***

ORCA calculation (wB97M-V/def2-TZVPD) on a 15-piece molecular cluster, H31O15 overall at a distorted geometry.

Element x y z (Å)
1 H -4.50113 1.24353 -1.48644
2 O 3.31826 -0.26769 -2.54854
3 O -3.31410 -1.96773 1.10369
4 H 3.03808 1.33043 2.42832
5 H 2.12941 -1.77058 -0.06837
6 O 0.56502 -1.52272 -1.61024
7 H -3.63781 -2.02637 0.23846
8 H 2.20201 -0.38126 -2.73386
9 O 2.42595 -0.76435 3.21800
10 O -4.07619 2.09450 -1.35088
11 H -3.65308 1.57949 1.75449
12 H 0.68670 -3.63805 1.52389
13 O -3.44039 1.13274 0.95734
14 H 3.88499 1.48283 -0.19452
15 H -3.80048 -2.48918 1.89099
16 H -1.64764 -4.14360 0.09277
17 O 3.03060 0.89574 -0.47033
18 O -1.98011 -1.07611 -1.36196
19 H -4.08487 2.11919 -0.43631
20 H -2.10936 3.69916 1.02606
21 H -1.44451 -2.72932 1.02394
22 H 1.83442 -0.16804 3.58976
23 H -1.69831 1.25379 -1.22331
24 H 3.66754 -0.20625 -3.42113
25 H -1.68445 -1.63618 -0.58989
26 H -1.62615 1.66302 0.15894
27 H 1.77548 -1.37115 2.70334
28 O 3.08671 -1.55041 -0.07931
29 H -0.15442 -1.54150 -2.27802
30 H 3.28043 -1.49516 0.85509
31 O -1.19312 -3.33970 0.32990
32 H -1.56471 -0.22009 -1.20137
33 H 2.94296 -0.13452 -0.25057
34 H 2.91423 2.84902 1.92824
35 H 0.82949 -2.71231 0.44812
36 H -3.60407 0.15413 1.08212
37 H 0.28288 -1.99043 -0.75025
38 H 0.81304 3.42990 -2.90767
39 O -1.19950 3.68224 1.34837
40 H 1.05765 2.26048 -1.92075
41 O -1.13177 1.24859 -0.53911
42 O 1.25191 2.62248 -2.80313
43 O 3.29718 1.93973 1.80127
44 H -0.96901 4.53529 1.02999
45 O 1.13612 -2.81596 1.31070
46 H 3.06414 0.74240 -1.61787

Computed properties:
- energy (Ha) = -1146.91757
- maximum force (eV Å⁻¹) = 5.4
- relative energy (zero: lowest compared OMol25 entry of this formula, charge and spin) (eV) = 3.2608
- multiplicity = 2
- net charge = 0
- <S²> = 0.7508

***

ORCA calculation (wB97M-V/def2-TZVPD) on one molecule with the formula C13H16N2O.

Element x y z (Å)
1 C 0.86656 3.06610 -2.12218
2 C -2.71175 -0.91027 1.40216
3 H 3.05036 -2.67618 0.73641
4 C -1.93833 -0.21360 0.47505
5 C 2.10216 -2.25961 1.06757
6 C -0.31518 -1.99827 0.50614
7 C -0.74077 -0.76194 0.03522
8 H 2.22254 -1.18551 1.18938
9 H -2.43224 2.52588 -1.19117
10 N 0.66713 2.45000 -0.93053
11 C 2.63116 1.95108 -1.74472
12 H -0.76697 -3.64179 1.79826
13 C -1.71703 1.78720 -0.82184
14 H 0.13530 3.70671 -2.57321
15 O -2.45704 0.98709 0.06262
16 H -1.35741 1.20227 -1.67874
17 H 1.92098 1.14467 0.20587
18 C -2.28691 -2.13584 1.87169
19 H -0.77812 3.52668 0.09791
20 H 1.85310 -2.68629 2.03638
21 H 3.61471 1.56692 -1.92494
22 H 1.27596 -2.13653 -0.91580
23 H -3.64011 -0.47146 1.73094
24 H -0.12028 -0.25154 -0.68549
25 C 1.00054 -2.56361 0.05046
26 H -2.89228 -2.67157 2.58759
27 N 2.03252 2.78740 -2.63211
28 C -0.52211 2.48726 -0.12713
29 C 1.80221 1.72730 -0.68461
30 H 0.91314 -3.64560 -0.06705
31 C -1.09335 -2.68083 1.42924
32 H -0.31847 1.97389 0.81662

Computed properties:
- energy (Ha) = -689.71253
- structure (SMILES) = CCc1cccc(OCCn2ccnc2)c1
- maximum force (eV Å⁻¹) = 0.6
- relative energy (zero: lowest compared OMol25 entry of this formula, charge and spin) (eV) = 0.9880
- multiplicity = 1
- net charge = 0

***

ORCA calculation (wB97M-V/def2-TZVPD) on one molecule with the formula C4H4O at a distorted geometry.

Element x y z (Å)
1 H 0.27855 -0.39977 1.58297
2 H 2.13093 0.52800 0.21054
3 C -1.20417 -0.41433 0.06604
4 C 1.27644 0.10602 -0.30817
5 H -3.37984 -0.45515 -0.49063
6 H 1.08068 0.50491 -1.29620
7 C -2.36795 -0.42636 -0.21894
8 O 1.08427 -1.26778 -0.15592
9 C 0.16726 -0.43457 0.49859

Computed properties:
- energy (Ha) = -229.93524
- structure (SMILES) = C#C[C@@H]1CO1
- maximum force (eV Å⁻¹) = 1.2
- relative energy (zero: lowest compared OMol25 entry of this formula, charge and spin) (eV) = 2.5228
- multiplicity = 1
- net charge = 0

***

ORCA calculation (wB97M-V/def2-TZVPD) on an isolated ion of composition C5H8IN2 and charge +1 at a distorted geometry.

Element x y z (Å)
1 N 0.60751 -0.19015 1.11864
2 H 1.41460 -1.17637 -1.94118
3 C 1.13718 -0.40327 -1.26875
4 H -0.64706 2.51806 -0.85183
5 N -1.62760 -1.06656 0.50348
6 C -0.97129 0.08179 0.78600
7 H 0.86293 0.76671 1.19974
8 H 1.26224 -2.07914 0.03114
9 C -0.22161 1.61732 -1.05805
10 H -2.59427 -0.94030 0.18474
11 I -1.55708 1.84437 2.01361
12 C 1.10357 -0.92593 -0.05798
13 H 1.47074 1.24088 -2.44294
14 C 0.79269 0.98077 -1.58627
15 H -1.68693 -1.64605 1.35755
16 H 0.65437 -0.62211 2.01212

Computed properties:
- energy (Ha) = -602.06388
- maximum force (eV Å⁻¹) = 4.5
- relative energy (zero: lowest compared OMol25 entry of this formula, charge and spin) (eV) = 5.4342
- multiplicity = 1
- net charge = +1

***

ORCA calculation (wB97M-V/def2-TZVPD) on an isolated ion of composition C6H13N and charge -1 at a distorted geometry.

Element x y z (Å)
1 H -1.41307 -1.87044 -1.32925
2 C -0.18323 3.22054 0.42411
3 H 0.51985 -0.97572 1.58089
4 H -0.12927 -3.29833 0.06308
5 N 0.38283 -1.31956 0.56809
6 H -0.01812 -1.38016 -2.14853
7 H -1.35485 -0.15566 0.19486
8 H -1.13597 -0.27748 -2.17194
9 H -0.81649 1.58635 1.55664
10 H 1.04419 -3.14484 1.44332
11 H 1.34532 0.76640 -0.04015
12 H 0.31378 1.42184 -1.43525
13 H 0.62230 3.50539 -0.15913
14 C -0.80937 -1.03079 -1.51484
15 C 0.35521 0.99880 -0.27226
16 C -0.12405 1.94322 0.80161
17 C -0.30516 -0.34739 -0.30889
18 H -1.02263 3.98452 0.79788
19 C 0.69594 -2.77687 0.51478
20 H 1.58900 -2.96995 -0.19606

Computed properties:
- energy (Ha) = -290.97467
- maximum force (eV Å⁻¹) = 5.1
- relative energy (zero: lowest compared OMol25 entry of this formula, charge and spin) (eV) = 3.5278
- multiplicity = 2
- net charge = -1
- <S²> = 0.7523

***

ORCA calculation (wB97M-V/def2-TZVPD) on C3H3AlO2 as an isolated structure at a distorted geometry.

Element x y z (Å)
1 O 0.06054 -1.27907 0.92033
2 C -0.51631 -0.27470 0.44209
3 C 1.60988 -0.59898 -0.02938
4 C 0.56029 0.44060 -0.33682
5 H 1.53129 -1.39807 -0.79181
6 H 0.38607 0.30594 -1.42771
7 Al -2.73236 1.11869 0.39000
8 O -1.61387 0.20536 0.85155
9 H 0.71446 1.48022 -0.01825

Computed properties:
- energy (Ha) = -508.09214
- maximum force (eV Å⁻¹) = 8.4
- relative energy (zero: lowest compared OMol25 entry of this formula, charge and spin) (eV) = 1.9233
- multiplicity = 1
- net charge = +2